P:
Below is a cluster of 2 separate species, H3O4PSi in total, with properties calculated with the ωB97M-V functional and the def2-TZVPD basis.

Each line ends with the Löwdin charge.
Element x y z (Å)
O1 -2.235 0.505 -1.227  -0.5100
O2 -2.335 0.450 1.373  -0.4657
O3 -1.733 -1.622 0.050  -0.4788
O4 2.374 1.449 0.012  -0.5833
Si1 0.506 -0.041 -0.162  0.6899
P1 -1.880 -0.139 0.085  -0.1699
H1 3.078 0.775 0.114  -0.1306
H2 1.040 -0.711 0.972  -0.1719
H3 1.184 -0.666 -1.218  -0.1797

Total charge ... -2
HOMO level ... -0.01 eV
Multiplicity ... 1

***

Q:
Below is a structure of composition H3O4PSi, with properties calculated with the ωB97M-V functional and the def2-TZVPD basis.

Each line ends with the Löwdin charge.
Element x y z (Å)
O1 1.741 1.055 1.079  -0.4803
O2 1.914 0.616 -1.461  -0.4284
O3 2.285 -1.309 0.228  -0.4808
O4 -2.437 -1.529 -0.091  -0.6145
Si1 -1.645 -0.200 -0.019  0.2562
P1 1.794 0.100 -0.099  0.0353
H1 -1.871 1.028 -0.940  -0.1054
H2 -1.929 0.542 1.293  -0.1060
H3 0.148 -0.304 0.010  -0.0761

Total charge ... -2
HOMO level ... -0.85 eV
Multiplicity ... 1

***

Stability summary: most stable Q, least stable P.

***

P:
Below is a cluster of 2 separate species, CH8NS2 in total, with properties calculated with the ωB97M-V functional and the def2-TZVPD basis.

Each line ends with the Löwdin charge.
Element x y z (Å)
N1 -0.802 -2.285 -1.186  0.2526
H1 -0.188 -1.558 -0.711  -0.0401
H2 -0.365 -3.211 -1.160  0.1570
H3 -1.669 -2.385 -0.644  0.1512
H4 -1.133 -2.034 -2.120  0.1517
C1 0.728 2.381 0.000  -0.4000
S1 -0.157 0.801 -0.469  0.3913
S2 0.332 -0.432 1.131  0.3853
H5 0.074 3.197 0.252  0.0340
H6 1.464 2.764 -0.729  0.0507
H7 1.423 2.067 0.774  0.0108
H8 -0.925 -0.394 1.656  -0.1445

Total charge ... +1
HOMO level ... -13.21 eV
Multiplicity ... 1

***

Q:
Below is a cluster of 2 separate species, CH8NS2 in total, with properties calculated with the ωB97M-V functional and the def2-TZVPD basis.

Each line ends with the Löwdin charge.
Element x y z (Å)
N1 -2.141 -1.382 0.010  0.2791
H1 -2.664 -1.705 -0.804  0.1578
H2 -2.741 -0.931 0.703  0.1610
H3 -1.475 -0.598 -0.167  -0.0605
H4 -1.595 -2.197 0.284  0.1555
C1 2.089 1.124 0.666  -0.4376
S1 0.410 0.463 0.636  0.4047
S2 -0.115 0.737 -1.394  0.3732
H5 2.640 0.787 -0.207  0.0328
H6 1.978 2.208 0.641  0.0435
H7 2.528 0.833 1.617  0.0470
H8 1.087 0.659 -1.985  -0.1564

Total charge ... +1
HOMO level ... -12.47 eV
Multiplicity ... 1

***

Stability summary: most stable P, least stable Q.

***

P:
Below is a cluster of 4 separate species, C2H6N2O2 in total, with properties calculated with the ωB97M-V functional and the def2-TZVPD basis.

Each line ends with the Löwdin charge.
Element x y z (Å)
C1 -1.485 0.164 0.319  -0.4301
N1 -2.095 -0.986 0.037  0.1403
C2 1.579 0.086 -0.789  -0.4361
O1 0.537 -0.209 -1.285  0.0850
O2 -0.759 0.351 1.294  -0.0944
N2 2.779 -0.092 -0.947  0.1717
H1 0.665 1.145 1.342  0.0834
H2 -1.709 0.954 -0.411  0.1359
H3 -2.597 -1.113 -0.826  0.1050
H4 -1.865 -1.819 0.559  0.1166
H5 3.487 0.210 -0.307  0.0633
H6 1.463 1.310 1.014  0.0593

HOMO level ... -10.13 eV
Multiplicity ... 1

***

Q:
Below is a cluster of 2 separate species, C2H6N2O2 in total, with properties calculated with the ωB97M-V functional and the def2-TZVPD basis.

Each line ends with the Löwdin charge.
Element x y z (Å)
C1 2.269 -0.474 -1.304  -0.4237
N1 3.367 -0.079 -1.996  0.1165
O1 1.344 0.251 -1.011  -0.0015
H1 2.294 -1.535 -1.009  0.1256
H2 4.052 -0.773 -2.240  0.0912
H3 3.323 0.759 -2.552  0.1050
C2 -2.485 -0.116 1.166  -0.4367
N2 -1.491 0.761 1.464  0.1174
O2 -3.413 -0.385 1.887  0.0072
H4 -2.343 -0.525 0.152  0.1241
H5 -0.642 0.741 0.921  0.0747
H6 -1.494 1.206 2.366  0.1001

HOMO level ... -9.74 eV
Structure (SMILES) ... NC=O.NC=O
Multiplicity ... 1

***

R:
Below is a structure of composition C2H6N2O2, with properties calculated with the ωB97M-V functional and the def2-TZVPD basis.

Each line ends with the Löwdin charge.
Element x y z (Å)
C1 -1.198 1.043 0.043  -0.1328
C2 0.689 -0.653 -0.054  -0.1288
H1 -1.679 0.890 1.260  0.1436
H2 -2.067 1.402 -0.746  0.1055
H3 -0.053 1.783 0.129  0.1530
H4 -2.189 -1.434 -0.484  0.1048
H5 0.792 -1.721 0.042  0.1307
H6 3.433 0.306 0.154  0.0609
N1 -0.677 -0.239 -0.430  -0.2630
N2 1.615 0.230 -0.083  -0.0241
O1 -1.507 -1.214 0.172  -0.0988
O2 2.842 -0.393 -0.002  -0.0509

HOMO level ... -8.84 eV
Multiplicity ... 1

***

Stability summary: most stable Q, least stable R.

***

P:
Below is the molecule C9H9NO, with properties calculated with the ωB97M-V functional and the def2-TZVPD basis.

Each line ends with the Löwdin charge.
Element x y z (Å)
C1 1.336 2.698 0.491  -0.0766
C2 0.988 1.916 1.571  -0.1072
C3 1.057 2.253 -0.859  -0.0576
C4 0.498 0.658 1.396  -0.0560
C5 0.334 1.085 -1.008  -0.0311
C6 0.140 0.227 0.118  -0.1527
C7 -0.476 -3.294 0.524  -0.2406
C8 -0.594 -1.043 -0.050  -0.2169
C9 -1.265 -1.483 -1.352  -0.0267
N1 -0.737 -2.039 0.839  0.0398
O1 -1.025 -3.993 -0.247  0.0739
H1 2.099 3.472 0.481  0.0980
H2 1.013 2.232 2.586  0.0977
H3 1.288 2.985 -1.609  0.0945
H4 0.203 0.086 2.265  0.1036
H5 -0.011 0.729 -1.945  0.0878
H6 -1.720 -2.495 -1.136  0.0825
H7 -0.509 -1.463 -2.105  0.0691
H8 -2.009 -0.804 -1.751  0.0834
H9 -0.611 -1.727 1.790  0.1350

HOMO level (spin up / spin down) ... -6.88 / -7.89 eV
Multiplicity ... 1

***

Q:
Below is the molecule C9H9NO, with properties calculated with the ωB97M-V functional and the def2-TZVPD basis.

Each line ends with the Löwdin charge.
Element x y z (Å)
C1 2.402 -0.367 -0.330  -0.4318
C2 1.184 -1.292 0.132  -0.0451
C3 -0.108 -0.805 -0.315  -0.1976
C4 -1.283 -1.519 -0.024  -0.0997
C5 -2.484 -0.955 0.030  -0.0863
C6 -2.612 0.495 -0.329  -0.0689
C7 -1.458 1.174 -0.430  -0.0699
C8 -0.206 0.557 -0.207  -0.1387
C9 0.933 1.458 0.300  -0.1611
H1 1.536 -0.987 1.171  0.1555
H2 1.584 -2.350 0.102  0.1441
H3 -1.343 -2.700 -0.186  0.1603
H4 -3.428 -1.643 0.272  0.1419
H5 -3.598 0.858 -0.307  0.0791
H6 -1.674 2.345 -0.247  0.1649
H7 0.972 1.749 1.209  0.0750
H8 0.922 2.240 -0.438  0.1314
H9 3.004 1.578 0.097  0.1660
N1 2.161 1.011 -0.070  0.0252
O1 3.495 -0.849 -0.432  0.0557

HOMO level ... -8.93 eV
Structure (SMILES) ... O=C1Cc2ccccc2CN1
Multiplicity ... 1

***

Stability summary: most stable Q, least stable P.

***

P:
Below is a structure of composition C3H8NO, with properties calculated with the ωB97M-V functional and the def2-TZVPD basis.

Each line ends with the Löwdin charge.
Element x y z (Å)
C1 -0.339 -1.090 -0.190  -0.0221
C2 -0.811 -0.696 1.120  0.0124
C3 0.079 1.656 -0.067  0.1022
N1 -0.549 0.325 0.140  -0.1451
O1 -1.294 -0.246 -0.888  0.0861
H1 0.609 -1.372 -0.779  0.2160
H2 -3.086 -2.304 0.436  0.1179
H3 -1.851 -1.200 1.259  0.0734
H4 -2.477 -2.589 0.899  0.0813
H5 -0.259 -0.815 1.964  0.1157
H6 0.842 1.486 0.619  0.0866
H7 0.436 1.902 -1.101  0.1418
H8 -0.696 2.406 0.219  0.1340

Total charge ... +1
HOMO level ... -16.04 eV
Multiplicity ... 1

***

Q:
Below is the ion C3H8NO with charge +1, with properties calculated with the ωB97M-V functional and the def2-TZVPD basis.

Each line ends with the Löwdin charge.
Element x y z (Å)
C1 -0.172 0.057 1.402  -0.0378
C2 -1.055 -0.428 0.178  -0.1228
C3 -0.261 -0.543 -1.056  -0.2941
O1 -0.081 0.381 -1.819  0.0841
N1 1.336 0.466 0.891  0.1519
H1 -0.602 0.875 1.932  0.1136
H2 -0.093 -0.879 1.967  0.1239
H3 -1.457 -1.353 0.561  0.1148
H4 -1.968 0.094 -0.142  0.1453
H5 0.044 -1.546 -1.427  0.1486
H6 1.977 -0.131 1.457  0.1855
H7 1.483 0.332 -0.170  0.1461
H8 0.981 1.488 0.595  0.2409

Total charge ... +1
HOMO level ... -14.76 eV
Structure (SMILES) ... [NH3+]CCC=O
Multiplicity ... 1

***

R:
Below is the ion C3H8NO with charge +1, with properties calculated with the ωB97M-V functional and the def2-TZVPD basis.

Each line ends with the Löwdin charge.
Element x y z (Å)
C1 0.790 -0.457 -0.358  -0.1373
C2 0.307 0.939 0.023  -0.0789
C3 -1.246 0.767 0.020  -0.1710
N1 -0.165 -1.324 0.179  0.1396
O1 -1.588 -0.597 -0.022  -0.0204
H1 -0.316 -2.172 -0.364  0.1983
H2 1.759 -0.631 0.015  0.1403
H3 0.861 -0.720 -1.411  0.1567
H4 0.566 1.815 -0.678  0.1696
H5 0.650 1.265 0.911  0.0747
H6 -1.618 1.213 0.968  0.1375
H7 -1.811 1.161 -0.894  0.1632
H8 -0.224 -1.437 1.224  0.2276

Total charge ... +1
HOMO level ... -15.85 eV
Structure (SMILES) ... C1C[NH2+]OC1
Multiplicity ... 1

***

Stability summary: most stable Q, least stable P.

***

P:
Below is a cluster of 2 separate species, C3H8NO in total, with properties calculated with the ωB97M-V functional and the def2-TZVPD basis.

Each line ends with the Löwdin charge.
Element x y z (Å)
C1 -1.213 -1.205 -0.432  -0.0450
C2 -0.405 -0.123 0.008  -0.2014
C3 2.529 -0.288 0.201  0.1583
N1 -0.931 1.374 -0.049  0.2456
O1 -1.102 -0.788 0.961  0.0400
H1 -2.195 -1.229 -0.905  0.1321
H2 -0.678 -2.116 -0.713  0.1265
H3 2.286 0.773 0.022  -0.0126
H4 2.140 -0.926 -0.593  -0.0038
H5 2.724 -0.571 1.275  0.0442
H6 -0.240 1.878 0.677  0.2325
H7 -1.854 1.354 0.415  0.1684
H8 -1.062 1.865 -0.866  0.1152

Total charge ... +1
HOMO level (spin up / spin down) ... -13.06 / -14.57 eV
Multiplicity ... 1

***

Q:
Below is the ion C3H8NO with charge +1, with properties calculated with the ωB97M-V functional and the def2-TZVPD basis.

Each line ends with the Löwdin charge.
Element x y z (Å)
C1 -1.011 0.474 0.198  -0.0905
C2 -1.486 1.799 0.252  0.0012
C3 1.882 -1.343 -0.305  -0.0644
N1 0.486 -1.138 -0.388  -0.0911
O1 0.089 0.078 -0.180  0.0845
H1 -1.879 -0.324 0.206  0.2085
H2 -1.753 2.072 1.311  0.1457
H3 -0.668 2.590 0.160  0.1465
H4 -2.293 1.905 -0.380  0.0859
H5 2.355 -0.817 -1.240  0.1253
H6 2.333 -0.760 0.642  0.1366
H7 2.063 -2.497 -0.292  0.1398
H8 -0.166 -1.880 -0.119  0.1720

Total charge ... +1
HOMO level ... -14.47 eV
Multiplicity ... 1

***

Stability summary: most stable Q, least stable P.